# 1
Entry from the OMol25 dataset: 2 unconnected molecules or ions with the total composition C4H9NO (ωB97M-V/def2-TZVPD).

Computed properties:
SMILES = C=C/C=C/N.O
net charge = 0

Each line ends with the Mulliken charge.
Cartesian coordinates (Å):
C (-2.1708, 1.8475, 1.8558)  -0.7226
C (-1.1353, 1.4681, 1.1416)  -0.1264
C (-1.3949, 0.3826, 0.2914)  -0.3727
C (-0.7024, -0.2177, -0.6517)  0.0313
N (-1.2067, -0.8872, -1.7905)  -0.4554
H (-2.2562, 2.8590, 2.1975)  0.2548
H (-2.9435, 1.1632, 2.2193)  0.2841
H (-0.4162, 2.2696, 0.9293)  0.2318
H (-2.4865, 0.4569, 0.0643)  0.1250
H (0.3450, -0.4216, -0.4960)  0.3209
H (-0.4838, -0.9170, -2.4648)  0.2201
H (-2.0937, -0.6858, -2.0936)  0.2092
O (5.4556, -2.1260, -0.2362)  -0.6520
H (6.3100, -2.5417, 0.0597)  0.3270
H (5.1794, -2.6499, -1.0261)  0.3250

# 2
Entry from the OMol25 dataset: 3 unconnected molecules or ions with the total composition C22H24ClF2NO3P (ωB97M-V/def2-TZVPD).

Computed properties:
net charge = +1

Each line ends with the Mulliken charge.
Cartesian coordinates (Å):
C (-0.2525, -0.8944, -5.0781)  -1.3944
C (-0.2766, 0.3471, -4.2021)  -0.2723
C (1.1018, 0.7835, -3.6232)  -0.3692
Cl (2.3227, -0.5070, -3.5478)  -0.0564
C (0.9385, 1.4350, -2.2644)  0.4629
C (1.0713, 2.8033, -2.2223)  -1.1125
N (0.8886, 3.4634, -1.0714)  0.0679
C (0.5881, 2.8463, 0.0796)  -0.5712
C (0.4655, 1.4741, 0.1326)  0.8852
P (0.2728, 0.7036, 1.8114)  0.1122
C (-0.9033, 1.8928, 2.5307)  -1.1492
O (-0.7272, -0.5539, 1.5140)  -0.4788
C (0.6166, 0.7673, -1.0673)  0.6703
C (0.4201, -0.7300, -1.0205)  -0.2976
O (1.2876, -1.4971, -0.7202)  -0.4822
O (-0.8355, -1.0557, -1.3599)  -0.4746
H (0.4712, -0.8269, -5.8880)  0.3514
H (-0.0641, -1.7886, -4.4880)  0.3457
H (-1.2349, -1.0179, -5.5358)  0.4046
H (-0.9443, 0.1572, -3.3657)  0.2902
H (-0.6659, 1.2102, -4.7424)  0.3869
H (1.5209, 1.5334, -4.2907)  0.5827
H (1.3177, 3.3929, -3.0930)  0.4492
H (0.9731, 4.4722, -1.0763)  0.3169
H (0.4761, 3.4730, 0.9494)  0.3028
H (-1.3221, 1.4073, 3.4109)  0.3582
H (-0.3708, 2.7853, 2.8539)  0.3725
H (-1.7159, 2.1503, 1.8509)  0.4496
H (-0.3081, -1.3714, 1.8080)  0.3662
H (-1.0015, -1.9677, -1.0689)  0.4420
F (5.7517, -6.9579, -2.8300)  -0.3103
C (5.0488, -5.8683, -2.4733)  0.2941
C (5.2073, -4.7049, -3.1999)  -0.4804
C (4.4739, -3.5894, -2.8235)  -0.3461
C (3.6090, -3.6410, -1.7367)  -0.0754
C (3.4712, -4.8254, -1.0268)  -0.4351
C (4.1919, -5.9523, -1.3936)  -0.4406
H (5.8894, -4.6829, -4.0387)  0.4279
H (4.5804, -2.6687, -3.3835)  0.3078
H (3.0485, -2.7577, -1.4725)  0.3129
H (2.8020, -4.8748, -0.1776)  0.3663
H (4.0975, -6.8858, -0.8559)  0.4184
F (-4.2148, 2.8886, 3.0399)  -0.3484
C (-4.4553, 2.7992, 4.3716)  0.4499
C (-4.0830, 3.8493, 5.1848)  -0.4503
C (-4.3308, 3.7502, 6.5467)  -0.2700
C (-4.9352, 2.6147, 7.0681)  -0.5523
C (-5.2974, 1.5731, 6.2252)  -0.2774
C (-5.0603, 1.6602, 4.8605)  -0.4940
H (-3.6139, 4.7249, 4.7563)  0.4135
H (-4.0533, 4.5655, 7.2009)  0.3621
H (-5.1264, 2.5433, 8.1298)  0.3826
H (-5.7691, 0.6877, 6.6291)  0.3625
H (-5.3421, 0.8649, 4.1836)  0.4232

# 3
Entry from the OMol25 dataset: a gas-phase ion, C4H6IN2 (charge +1) (ωB97M-V/def2-TZVPD).

Computed properties:
SMILES = [H]/N=C(\C)C=[N+]=CI
net charge = +1

Each line ends with the Mulliken charge.
Cartesian coordinates (Å):
H (-0.0130, 2.1119, -0.8134)  0.2675
N (0.6256, 1.3654, -0.6681)  -0.5406
C (0.1206, 0.4485, 0.0175)  0.8033
C (-1.1872, 0.4277, 0.7062)  -1.2769
C (1.0170, -0.7497, 0.1115)  -0.2926
N (2.2306, -0.7878, -0.2768)  0.0583
C (3.3791, -0.8551, -0.6436)  -0.1722
I (4.9398, -0.0328, 0.5718)  0.2799
H (-1.8030, -0.2889, 0.3230)  0.3859
H (-1.7180, 1.4566, 0.5602)  0.3116
H (-1.2223, 0.2200, 1.7256)  0.3760
H (0.6646, -1.4987, 0.8516)  0.3542
H (3.6443, -1.0610, -1.6354)  0.4455

| no. | Kohn-Sham gap (Ha) | largest force on an atom (eV Å⁻¹) |
| --- | --- | --- |
| 1 | 0.3138 | 3.740 |
| 2 | 0.2277 | 0.599 |
| 3 | 0.3087 | 4.415 |